1.
{
  "formula": "C6H12O",
  "method": "the ωB97M-V functional and the def2-TZVPD basis",
  "species": ["C", "C", "C", "C", "C", "C", "H", "H", "H", "H", "H", "H", "H", "H", "H", "H", "H", "H", "O"],
  "xyz": [[0.7750, 1.3195, 0.7722], [0.1085, 1.1917, -0.5737], [-0.8341, 0.2950, -0.8457], [-1.6629, -0.4723, 0.0730], [-2.7919, -1.0700, -0.2994], [0.4200, 2.2977, -1.5270], [0.5853, 2.3302, 1.1342], [0.3140, 0.6098, 1.4491], [1.8450, 1.1713, 0.6608], [-1.1578, 0.2818, -1.8862], [-1.3771, -0.3897, 1.1167], [-3.2863, -0.9081, -1.2380], [-3.3245, -1.6989, 0.4048], [1.4620, 2.4406, -1.7992], [-0.1951, 2.2151, -2.4239], [0.1254, 3.2512, -1.0803], [2.4303, -4.8042, 1.7928], [3.3686, -3.8280, 2.5694], [3.1957, -4.2328, 1.7005]],
  "homo_energy_ev": -8.26,
  "energy_ev": -8462.680,
  "e_lumo_ev": 0.87,
  "charge": 0,
  "smiles": "C=CC=C(C)C.O"
}



2.
{
  "formula": "C6H12O",
  "method": "the ωB97M-V functional and the def2-TZVPD basis",
  "species": ["C", "C", "C", "C", "C", "C", "O", "H", "H", "H", "H", "H", "H", "H", "H", "H", "H", "H", "H"],
  "xyz": [[-1.9135, -1.1964, 0.6125], [-1.3084, -0.6066, -0.6541], [-0.1051, 0.2983, -0.2796], [1.2112, -0.4086, -0.0987], [2.0802, 0.4821, 0.7552], [-0.0287, 1.5619, -1.0744], [0.9663, 2.2404, -1.2068], [-2.7854, -1.8223, 0.4063], [-1.1765, -1.8064, 1.1484], [-2.2168, -0.3815, 1.2763], [-1.0448, -1.4357, -1.3439], [-2.0729, -0.0356, -1.2029], [-0.0275, 0.9101, 0.9943], [1.7748, -0.5458, -1.0266], [1.0446, -1.3970, 0.3544], [2.9566, -0.0825, 1.1296], [1.2303, 0.9734, 1.5269], [2.4169, 1.3419, 0.1672], [-1.0015, 1.9103, -1.4843]],
  "homo_energy_ev": -9.56,
  "energy_ev": -8461.886,
  "e_lumo_ev": 0.83,
  "charge": 0
}



3.
{
  "formula": "C6H12O",
  "method": "the ωB97M-V functional and the def2-TZVPD basis",
  "species": ["C", "C", "C", "C", "O", "C", "C", "H", "H", "H", "H", "H", "H", "H", "H", "H", "H", "H", "H"],
  "xyz": [[1.1466, 1.3970, 0.8048], [0.6623, 0.0091, 0.3711], [-0.1027, -0.7706, 1.4859], [-1.3889, -1.1739, 0.8022], [-1.4807, -0.4677, -0.3344], [-0.3736, 0.0781, -0.7266], [-0.3597, 0.8703, -1.9839], [1.8521, 1.3129, 1.6391], [1.6528, 1.9213, -0.0140], [0.3031, 2.0146, 1.1357], [1.5333, -0.5690, 0.0346], [-0.2812, -0.1204, 2.3593], [0.4730, -1.6292, 1.8472], [-2.3476, -1.3298, 1.2789], [-0.3187, -2.5212, -0.5813], [0.0993, -2.2594, -1.1618], [-0.4075, 1.9530, -1.7917], [0.5553, 0.6855, -2.5594], [-1.2171, 0.5993, -2.6057]],
  "homo_energy_ev": [-6.93, -6.48],
  "energy_ev": -8460.234,
  "e_lumo_ev": [1.04, 1.04],
  "charge": 0
}



4.
{
  "formula": "C6H12O",
  "method": "the ωB97M-V functional and the def2-TZVPD basis",
  "species": ["C", "C", "C", "C", "C", "C", "H", "H", "H", "H", "H", "H", "H", "H", "H", "H", "H", "H", "O"],
  "xyz": [[1.0386, -1.1759, 2.0737], [0.0660, -0.9019, 0.9483], [-1.2292, -1.1256, 1.1290], [0.6721, 0.6754, -2.5450], [0.2569, -0.1354, -1.3803], [0.6843, -0.0885, -0.1225], [0.5830, -1.6829, 2.9231], [1.8645, -1.8172, 1.7794], [1.4981, -0.2690, 2.4755], [-1.6060, -1.5291, 2.0573], [-2.0445, -0.7983, 0.4981], [1.6251, 1.1871, -2.4534], [-0.0771, 1.4319, -2.7868], [0.8068, 0.1069, -3.4445], [-0.6692, -0.6828, -1.5146], [1.5208, 0.5277, 0.1603], [-1.8965, 2.8176, 0.2397], [-1.0874, 1.5810, -0.0663], [-2.0061, 1.8790, 0.0290]],
  "homo_energy_ev": -8.74,
  "energy_ev": -8462.831,
  "e_lumo_ev": 0.88,
  "charge": 0,
  "smiles": "C=C(C)/C=C/C.O"
}